7
Properties=species:S:1:pos:R:3:mulliken_charge:R:1 method="wB97M-V/def2-TZVPD" e_above_lowest_ev=1.627 spin_multiplicity=1 lumo_energy_ha="-0.10876 / -0.11274" homo_lumo_gap_ev="7.26 / 7.41" homo_energy_ev="-10.22 / -10.48"
O 0.251 -1.051 0.589 -0.411
Cl -2.482 0.287 0.852 0.069
Cl -4.017 -0.828 -0.550 -0.190
N 0.268 1.023 -0.339 -0.242
S -1.126 1.552 0.111 0.365
F 2.030 -0.304 -0.526 -0.228
C 0.757 -0.163 0.008 0.638

***

195
Properties=species:S:1:pos:R:3:mulliken_charge:R:1 method="wB97M-V/def2-TZVPD" e_above_lowest_ev=0.102 total_charge=-1 spin_multiplicity=1 lumo_energy_ha=0.05436 homo_lumo_gap_ev=5.55 homo_energy_ev=-4.07
C 6.784 0.385 1.434 -0.708
H 0.662 -1.765 4.556 -0.375
H 1.276 -4.839 0.064 -0.435
C -1.684 -1.461 0.204 -0.139
H -5.244 2.311 -4.322 0.108
O 6.904 -5.269 -1.284 -0.591
H 1.656 6.947 -0.934 0.450
H -6.695 1.817 4.937 0.237
H 0.014 -1.052 -2.205 -0.133
O -4.540 4.444 -3.372 -0.469
H -7.181 -3.293 2.672 0.374
C -0.772 0.938 0.029 2.567
C -3.622 1.077 -5.018 0.075
H 5.106 -1.516 2.693 -0.286
C 0.885 -1.332 -1.610 -0.864
H -0.978 4.147 -2.161 -0.314
C 8.265 2.460 1.848 0.244
H -0.402 5.700 4.529 0.344
H 5.777 -2.544 -4.773 0.338
C -5.101 2.632 2.236 -0.253
H 7.257 4.360 1.698 0.446
C 1.518 4.874 -0.483 0.436
H 5.148 -4.544 -2.160 0.127
H 5.411 -2.101 4.335 0.413
H 2.969 -4.796 0.400 -0.523
O 2.886 -6.507 2.472 -0.669
H -5.076 2.273 -6.082 0.372
H 1.606 5.041 3.637 0.164
H 4.813 0.000 -5.502 0.325
H -1.637 -6.255 1.485 0.310
C -2.594 -2.843 -4.459 -1.157
H 0.264 4.853 -4.902 0.520
H 4.171 3.537 -1.858 0.284
H 0.429 4.989 -0.530 -0.165
H -6.351 4.491 -2.351 0.375
Zn 3.108 2.317 0.545 1.648
H -5.551 -3.380 2.033 0.218
C -6.065 -0.048 -0.770 -0.225
H 6.027 -3.083 3.051 0.421
C 0.827 -1.008 -0.097 2.833
C -2.371 -5.446 1.447 -1.117
H -1.509 -4.660 -0.315 -0.073
H 2.908 2.925 3.235 0.060
H -1.551 0.210 -1.902 -0.380
H 3.724 -3.480 2.145 -0.359
H 2.959 -0.761 0.347 -0.345
H 1.876 6.572 0.773 0.229
O -7.233 -0.504 2.591 -0.589
H 2.068 -0.389 4.732 0.479
H -5.363 5.917 -2.154 0.371
O 4.871 3.515 1.113 -0.506
H -0.088 -2.964 0.312 -1.271
H 3.438 0.754 4.668 0.500
C -0.162 5.840 3.472 -0.495
H 7.349 -4.768 -1.974 0.348
C 5.738 1.243 1.204 -0.261
C 2.132 6.247 -0.234 -1.662
H 2.856 -7.341 1.999 0.322
H -2.910 1.879 -4.784 -0.213
H 6.674 -0.689 1.418 0.458
C -2.127 -3.733 -3.319 0.718
H -5.778 -1.549 3.712 0.410
C -1.059 4.444 -3.200 1.325
O 2.681 2.207 2.640 -0.608
H -1.655 4.570 2.611 0.037
H 3.305 2.556 -4.021 0.520
C 3.916 -3.208 3.187 1.530
C 3.148 1.656 -3.414 -0.530
H 4.660 -3.012 -0.080 -0.092
C 2.119 -1.427 0.566 -0.922
H 4.432 -2.179 -5.837 0.282
H -1.161 5.967 1.590 0.149
H 3.620 -5.089 3.468 0.442
C 7.110 3.290 1.624 -0.879
O 9.068 0.222 1.944 -0.687
H -0.183 -3.535 3.093 -0.218
H 5.178 1.631 -2.485 0.621
H -0.264 3.056 0.468 -0.318
C 4.932 -1.873 -4.910 -0.683
H 2.287 -6.320 -0.090 0.666
H 2.092 -1.421 1.660 -0.757
H -6.954 0.298 3.072 0.424
C 5.882 2.749 1.347 0.340
O -1.861 5.608 -3.362 -0.689
O 1.544 1.241 -0.171 1.590
C -5.026 1.668 -5.177 -0.273
H 0.977 -3.319 5.334 0.463
C 5.572 -4.764 -1.176 -0.269
C 8.091 0.912 1.723 0.168
O -6.286 1.687 4.077 -0.512
C -6.448 -2.764 2.060 -1.025
H -2.158 -1.846 -4.395 0.201
O 5.440 -0.542 -5.017 -0.512
H 6.257 -2.746 -0.742 0.509
H 1.203 0.777 2.635 -0.795
O 4.580 0.743 0.888 0.391
H -1.032 -3.747 -3.221 0.235
H 0.255 6.839 3.325 0.360
N 0.561 0.375 0.245 0.303
H -1.437 -3.940 4.292 0.483
H -1.943 1.937 -1.527 0.343
O 1.913 4.046 0.621 0.809
H 6.036 -3.642 0.694 0.290
H -4.788 3.101 4.347 0.319
O 3.830 2.763 -1.402 -0.705
H 1.432 4.390 1.396 -0.260
H -4.570 3.264 -0.910 0.025
H 4.321 -1.540 -2.862 -0.052
C 2.672 0.240 4.079 -1.061
H -6.762 -2.714 1.017 0.147
H -2.445 -3.365 -2.341 -0.412
O -2.600 -5.074 -3.481 -0.581
H 3.022 -2.676 3.537 -0.223
H -2.233 6.260 2.863 0.482
H -4.977 -1.640 -1.814 -0.190
H -3.794 4.919 -0.753 0.337
H -3.680 -2.759 -4.410 0.278
H 4.996 -5.520 -0.638 0.164
C 2.088 -5.429 0.506 0.205
H -4.422 1.777 2.184 -0.100
C -5.318 4.824 -2.255 -0.675
H -2.307 -3.273 -5.420 0.441
H 3.864 0.729 -1.669 -0.753
H -3.263 0.603 -5.932 0.359
C 1.753 -5.735 1.953 0.419
H 3.214 -0.390 3.373 -0.235
H -2.405 -2.101 0.721 0.565
H -1.905 -1.471 -0.867 -0.481
H -3.285 -5.882 1.854 0.445
H 3.296 0.796 -4.069 -0.096
H -0.112 -1.853 1.589 -0.436
H -1.709 -0.015 1.796 0.399
C -1.385 5.624 2.605 -0.737
H -6.250 3.735 3.684 0.347
H -2.015 -4.639 2.081 0.070
H 1.812 4.378 -1.405 0.013
H -0.613 -3.042 6.715 0.363
H 2.113 1.656 -3.070 -0.292
C 5.608 -3.512 -0.304 -0.366
C 1.853 1.289 3.352 0.697
H -5.970 0.215 -4.311 0.328
H -5.692 -0.199 0.244 -0.282
C -5.999 -1.314 -1.603 0.043
H 3.202 6.295 -0.422 0.356
C -2.516 -4.964 0.012 0.800
H 1.692 -0.802 -2.124 -0.738
H -2.845 -5.623 -1.774 0.445
H -0.349 1.456 -2.042 -0.711
H 3.002 -1.356 -4.027 0.409
C 5.210 -2.411 3.309 -1.168
C -0.276 -1.902 0.506 0.879
C 4.118 1.620 -2.241 0.495
O -5.938 0.563 -5.216 -0.549
H -7.094 0.303 -0.670 0.427
H 1.205 1.831 4.049 0.531
C -6.164 -1.418 2.694 0.576
C -0.898 2.235 0.808 -1.410
C 3.893 -1.931 -3.786 -0.446
C -1.772 -0.019 0.704 -1.613
H -4.522 3.510 1.950 0.200
H -3.597 0.358 -4.199 -0.164
O 0.825 4.869 3.099 -0.320
C -5.593 2.856 3.645 -0.574
H -3.141 -4.071 -0.090 -0.048
C -0.764 -3.155 3.937 -0.270
C -4.708 4.345 -0.942 -0.595
O -2.848 -6.019 -0.878 -0.709
H -5.517 0.779 -1.229 0.053
H -1.425 -2.400 3.508 0.125
C -1.207 1.133 -1.443 -0.292
H 0.967 5.479 -3.469 0.306
H -2.771 0.355 0.446 0.144
H -3.710 4.945 -3.260 0.317
H 0.921 -6.431 2.097 0.240
C 0.316 4.674 -3.822 -1.199
O 4.075 -4.403 3.975 -0.732
H -0.665 2.062 1.862 0.263
H -1.886 5.865 -4.289 0.344
H 1.596 -4.859 2.577 -0.345
H 0.936 3.775 -3.729 0.067
H -6.638 -2.076 -1.152 0.409
O -6.593 -1.026 -2.893 -0.552
H -1.434 3.633 -3.832 -0.371
H -2.142 -5.499 -4.210 0.325
C 0.189 -2.641 5.005 -0.043
O 9.382 2.883 2.075 -0.681
H 3.653 -2.990 -3.643 0.481
H -5.908 2.406 1.540 0.337
H -1.905 2.666 0.744 0.182
H -5.296 4.612 -0.057 0.402
H -5.290 -1.006 2.156 -0.467
O -0.525 -2.244 6.186 -0.578
H 2.399 -2.436 0.248 -0.363
H -7.204 -1.721 -3.136 0.239
H 1.025 -2.408 -1.749 0.416

***

50
Properties=species:S:1:pos:R:3:mulliken_charge:R:1 method="wB97M-V/def2-TZVPD" e_above_lowest_ev=1.457 total_charge=-2 spin_multiplicity=1 lumo_energy_ha=0.17878 homo_lumo_gap_ev=9.39 homo_energy_ev=-4.53
O -0.391 1.094 -0.984 0.122
H -1.874 1.737 -1.512 0.232
H 2.027 -1.990 -4.154 0.240
O 3.045 -0.792 -0.465 -0.692
O 2.157 -1.734 -3.241 -0.608
H -1.416 -2.210 -2.498 0.318
O 0.433 -1.079 -0.530 0.052
O 0.438 0.647 1.158 0.798
H -0.263 -2.035 -1.532 0.093
S -0.273 0.077 0.040 -0.814
H -0.180 0.677 -2.708 0.304
O 1.371 2.836 -1.547 -0.846
O -1.565 3.516 0.804 -0.665
H 0.337 1.645 2.749 0.384
O -0.265 0.318 -3.592 -0.678
H -2.373 0.539 1.708 0.296
H 1.455 -1.109 -3.064 0.374
O 2.776 -1.006 2.426 -0.590
H 3.464 -0.418 2.738 0.281
H -2.298 0.388 3.212 0.310
O 1.589 -3.371 0.425 -0.728
H -3.482 -0.693 -1.743 0.325
H -2.218 3.693 1.481 0.301
O -3.734 -0.524 -0.835 -0.755
H -1.522 -3.133 -0.256 0.387
O -2.735 1.914 -1.891 -0.756
O -0.723 -2.696 -2.050 -0.707
H 0.998 -1.025 3.883 0.282
H 2.131 2.365 -1.890 0.348
H 0.756 2.147 -1.295 0.127
H 1.565 2.261 3.384 0.312
H 3.184 -0.497 -1.365 0.306
H 2.713 -0.825 1.488 0.309
H 2.046 2.589 0.068 0.465
H 2.212 -3.036 1.070 0.384
H -1.123 -0.106 -3.596 0.339
H 1.613 1.525 1.054 0.177
H -3.342 1.400 -1.359 0.422
O 0.629 2.121 3.526 -0.760
H -2.309 -2.115 0.542 0.344
H 2.094 -0.844 -0.373 0.020
O -2.319 -3.032 0.265 -0.751
O -1.574 -0.284 0.511 -0.317
H 0.265 -0.529 2.655 0.230
H -1.423 2.571 0.848 0.358
O 0.125 -0.967 3.494 -0.717
O 2.332 2.125 0.855 -0.856
H -2.904 -0.413 -0.372 0.375
H 1.300 -2.595 -0.055 0.334
O -2.746 0.877 2.522 -0.707

***

82
Properties=species:S:1:pos:R:3:mulliken_charge:R:1 method="wB97M-V/def2-TZVPD" total_charge=-1 spin_multiplicity=1 lumo_energy_ha=0.02930 homo_lumo_gap_ev=5.03 homo_energy_ev=-4.23
F 6.540 0.698 -1.425 -0.218
C -4.366 2.007 -0.421 -0.523
H -5.399 0.005 -0.885 0.325
H -1.143 0.374 3.628 0.223
H 1.286 1.180 5.187 0.267
H -9.214 1.252 1.731 0.346
H -8.603 1.927 -1.094 0.270
F 6.763 1.749 0.681 -0.221
H -8.379 0.077 -1.057 0.292
C 3.574 -4.208 -0.376 -0.880
C 5.008 -3.648 0.063 -0.323
H 0.773 2.894 -0.161 0.163
C 3.069 -0.776 0.602 0.319
H 3.504 -5.362 -0.325 0.366
C -2.977 1.352 -0.926 -0.668
C -8.336 1.027 -0.413 -0.551
H -6.087 1.413 -1.843 0.334
H 5.373 -1.739 1.235 0.340
H 2.677 -3.697 0.133 0.201
C -6.869 1.239 0.249 -0.636
C 4.809 2.851 -1.934 -0.849
C 0.883 0.447 2.627 0.308
H 4.445 3.831 -2.436 0.405
H 1.759 1.720 -1.631 0.157
H 0.589 3.344 1.681 0.369
H -3.110 1.146 -2.052 0.339
C 5.146 -2.053 0.144 -0.632
H 6.098 -1.761 -0.451 0.223
H -0.478 2.084 3.383 0.199
C -9.516 0.931 0.675 -0.478
H 3.654 -4.729 -5.223 0.277
H -2.821 0.370 -0.336 0.283
C 1.600 -0.915 2.992 0.417
H -4.558 3.057 -0.862 0.223
C 2.654 -1.461 1.947 0.186
H -0.892 2.093 -1.489 0.208
C 0.469 2.530 0.884 -0.922
H 5.207 -4.055 1.132 0.172
H 4.325 2.292 0.210 0.433
H 3.239 0.632 -1.852 0.438
H 3.461 -3.965 -1.505 0.120
H -1.197 0.966 0.946 0.297
C 3.744 2.531 -0.749 -0.422
O 4.503 -5.302 -2.976 -0.703
C 3.259 -5.708 -4.940 -0.918
N 1.364 -1.706 4.177 -0.599
C 6.991 1.837 -0.714 0.710
H 2.167 -5.656 -4.948 0.245
H -6.902 2.245 0.797 0.315
C 1.244 1.158 1.276 0.432
C -1.106 2.104 0.745 -0.739
H -4.384 2.099 0.729 0.245
C -1.704 2.356 -0.729 -0.232
N 3.157 -2.721 2.439 -0.290
C -0.183 1.013 3.688 -0.419
H -6.781 0.421 1.062 0.281
H 3.583 -6.441 -5.683 0.251
H 3.591 -1.630 -1.243 0.324
H 3.088 3.473 -0.607 0.247
N 4.020 -1.256 -0.390 0.148
C 6.288 3.125 -1.387 0.557
H 4.810 2.033 -2.732 0.355
C 2.336 0.580 0.270 -0.443
O 3.331 -7.243 -3.161 -0.744
C -11.281 -0.371 1.601 -0.620
F 6.324 4.181 -0.429 -0.290
H -1.765 2.601 1.555 0.184
F 7.120 3.543 -2.492 -0.317
H -11.722 -1.438 1.684 0.239
H 0.041 0.049 5.493 0.321
H -11.076 -0.011 2.670 0.258
C 3.747 -6.125 -3.554 0.632
H -10.369 1.640 0.338 0.291
C -5.665 1.122 -0.813 -0.605
H -2.097 3.427 -0.797 0.294
O -10.124 -0.403 0.742 -0.306
H 5.811 -4.164 -0.593 0.387
H -12.143 0.279 1.181 0.258
S 2.396 -3.048 3.940 0.046
C 2.721 1.333 -1.116 -1.088
N 0.283 0.968 5.104 -0.615
F 8.415 1.987 -0.873 -0.271

***

13
Properties=species:S:1:pos:R:3:mulliken_charge:R:1 method="wB97M-V/def2-TZVPD" e_above_lowest_ev=5.034 total_charge=+1 spin_multiplicity=4 lumo_energy_ha="-0.25005 / -0.24894" homo_lumo_gap_ev="2.72 / 2.76" homo_energy_ev="-9.53 / -9.53"
O 0.963 0.847 -0.299 -0.533
O 0.784 -1.250 0.279 -0.322
H -0.811 -1.418 -1.014 0.222
H -3.086 1.518 0.404 0.219
O 2.793 -0.440 -0.099 -0.724
H -1.090 0.898 -0.940 0.282
C 1.561 -0.266 -0.152 0.752
O -2.933 0.571 0.427 -0.803
C -0.823 0.492 0.045 -0.114
Pr 5.175 0.748 -0.461 1.791
C -0.606 -1.021 -0.014 -0.287
H -0.743 0.872 1.073 0.263
H -1.185 -1.550 0.750 0.254

***

58
Properties=species:S:1:pos:R:3:mulliken_charge:R:1 method="wB97M-V/def2-TZVPD" total_charge=+2 spin_multiplicity=2 lumo_energy_ha="-0.22711 / -0.38175" homo_lumo_gap_ev="9.02 / 4.81" homo_energy_ev="-15.20 / -15.19"
F -5.532 1.263 0.074 -0.478
C 4.167 -0.100 4.437 -0.385
H -1.665 3.368 -0.989 0.443
H 3.296 1.141 5.971 0.433
N -1.622 -1.803 -1.950 -0.523
F -2.469 -0.189 1.735 -0.627
H -0.098 3.831 -1.652 0.516
C -2.342 -1.279 -3.139 -0.999
H 3.776 0.900 -1.521 0.580
H -0.247 2.506 0.471 0.315
C 1.662 -0.258 3.375 0.592
H -0.788 -1.106 4.855 0.481
H 1.741 2.641 -1.308 0.492
N -0.107 2.088 -0.440 -0.454
H 2.522 -1.472 1.797 0.470
Cd -1.301 0.034 -0.487 3.398
C -0.332 -2.449 -2.250 -1.411
F -3.711 -0.553 -0.419 -0.688
H -2.853 1.308 -2.326 0.342
H 5.164 -0.036 4.854 0.440
Sb -4.206 0.515 1.112 2.294
C 3.205 -1.049 -2.249 -0.549
F -5.020 -0.963 1.860 -0.484
F -2.959 1.751 0.315 -0.672
N 0.682 -0.354 -1.498 1.039
C 2.707 -0.909 2.702 -0.428
C 2.971 0.191 -1.668 -0.924
H -2.233 -2.465 -1.487 0.331
H 1.029 1.050 4.995 0.503
S 0.052 -0.419 2.757 0.679
H 1.863 1.933 0.285 0.524
H 4.782 -1.377 2.811 0.441
C 1.851 0.517 4.531 -0.285
H -0.762 -0.028 -3.896 0.336
H 4.207 -1.324 -2.553 0.487
C 2.154 -1.931 -2.455 -0.962
H -0.320 -2.825 -3.277 0.487
C 3.960 -0.843 3.268 -0.738
O 0.095 -0.961 1.384 -0.588
C -1.078 2.279 -2.749 -0.799
C -1.811 0.069 -3.607 -0.838
F -4.301 1.575 2.621 -0.491
H -0.240 -2.487 3.824 0.391
H 2.314 -2.895 -2.921 0.561
H -0.155 1.979 -3.252 0.330
H -2.265 -1.988 -3.966 0.470
H -0.211 -3.316 -1.599 0.500
C 3.118 0.572 5.069 -0.763
C 1.331 1.857 -0.666 -1.465
H -1.812 -1.641 3.478 0.325
H -3.395 -1.190 -2.872 0.438
H -2.362 0.371 -4.500 0.522
C -0.798 -1.551 3.860 -0.998
N -1.888 1.075 -2.542 -0.666
C 1.676 0.509 -1.300 0.418
H -1.576 3.000 -3.401 0.523
C -0.751 2.982 -1.437 -1.118
C 0.884 -1.543 -2.063 0.232

***

13
Properties=species:S:1:pos:R:3:mulliken_charge:R:1 method="wB97M-V/def2-TZVPD" e_above_lowest_ev=4.432 spin_multiplicity=1 lumo_energy_ha=-0.03045 homo_lumo_gap_ev=9.04 homo_energy_ev=-9.86 smiles="C#CCC(=O)C(=C)F"
C 0.484 0.983 0.215 0.593
H -0.898 0.776 1.639 0.311
H 2.369 -1.998 -0.552 0.340
H -1.132 2.012 0.706 0.564
C -1.694 0.091 -0.183 -0.174
O 0.959 2.012 -0.407 -0.591
C -2.578 -0.678 -0.636 -0.346
H 2.922 -0.282 -0.862 0.242
C 2.135 -0.978 -0.444 -0.883
H -2.789 -1.574 -1.285 0.281
C 0.992 -0.385 0.163 0.481
C -1.004 1.094 0.668 -0.596
F 0.236 -1.074 0.979 -0.222

***

43
Properties=species:S:1:pos:R:3:mulliken_charge:R:1 method="wB97M-V/def2-TZVPD" e_above_lowest_ev=0.634 total_charge=+4 spin_multiplicity=5 lumo_energy_ha="-0.49297 / -0.59727" homo_lumo_gap_ev="8.11 / 5.32" homo_energy_ev="-21.52 / -21.57"
C 4.080 -0.570 -0.465 -0.405
N 1.361 1.213 1.355 -0.562
C -1.890 -2.387 0.861 -0.131
H 4.528 1.546 1.721 0.293
N -2.424 1.570 0.458 -0.537
Se -3.997 2.426 0.780 0.494
C 0.419 2.843 3.035 -0.775
C 2.900 -0.073 0.023 0.093
H 4.309 3.520 3.778 0.495
H 0.117 4.308 4.563 0.473
Pt -0.109 0.332 0.128 1.660
C -3.293 2.274 -1.614 0.345
N -4.301 2.776 -0.898 -0.548
H 1.391 -2.098 -2.039 0.481
O -0.733 -1.462 1.120 -0.623
C -3.124 2.329 -3.020 -0.302
C -2.839 -2.442 2.022 -1.224
H -2.318 -2.600 2.969 0.445
C 2.262 3.989 4.257 -0.476
H -2.349 -2.073 -0.075 0.284
H -0.177 0.626 -3.204 0.476
C -2.296 1.625 -0.842 0.909
N 1.772 -0.631 -0.562 -0.291
H -3.459 -1.549 2.097 0.291
C 2.103 -1.519 -1.463 -0.169
C 2.644 0.903 1.031 0.483
H -0.634 -1.352 2.080 0.335
C 3.262 3.334 3.574 -0.995
H 2.522 4.707 5.026 0.473
N 3.516 1.607 1.773 0.055
C 1.418 2.176 2.350 0.943
C 0.842 3.747 3.984 -0.519
H 5.094 -0.312 -0.183 0.378
C 2.823 2.430 2.630 0.803
H -1.833 1.732 -4.634 0.449
C -1.047 1.095 -2.764 0.020
C -1.994 1.726 -3.564 -0.728
S 3.781 -1.737 -1.651 0.102
H -3.509 -3.290 1.872 0.380
H -0.627 2.662 2.838 0.445
N -1.181 1.023 -1.419 -0.154
H -3.857 2.831 -3.644 0.536
H -1.425 -3.350 0.652 0.298